# C5H13N3O2Si

C5H13N3O2Si in the gas phase (ωB97M-V with the def2-TZVPD basis set, OMol25).

Last column: Mulliken charge in e.
Geometry (Å):
Si  -1.06222  0.01249  -0.43955  0.55
O  2.22891  -1.90138  -1.37662  -0.44
O  1.00214  0.88107  1.87024  -0.54
N  3.16998  0.30880  1.84739  -0.41
N  2.46791  -1.24433  -0.41598  -0.26
N  1.46141  -0.74439  0.36402  0.71
C  -2.08821  0.90841  0.76654  -1.07
C  0.02225  1.32926  -1.28772  -1.04
C  0.14964  -1.27512  0.30085  -1.02
C  1.86842  0.15322  1.38289  0.52
C  -2.31360  -0.73368  -1.55288  -1.29
H  0.58381  0.79812  -2.06116  0.29
H  -2.20509  0.16410  1.57375  0.29
H  -3.35318  -0.80821  -1.27098  0.39
H  3.83999  -0.36344  1.77915  0.19
H  -2.41591  -0.02382  -2.34261  0.37
H  0.70267  1.91292  -0.63079  0.29
H  -0.15866  -1.74729  1.23382  0.39
H  -2.09156  -1.72848  -1.90632  0.33
H  -0.64766  2.09413  -1.74295  0.36
H  -3.01439  1.33677  0.40925  0.36
H  3.35884  0.98969  2.58412  0.25
H  -1.60188  1.73269  1.32519  0.32
H  0.09638  -2.05155  -0.40962  0.47

Computed properties:
largest force on an atom: 0.0593 hartree/bohr
energy above the lowest of the compared OMol25 structures with the same formula, charge and spin: 0.207 eV
SMILES: C[Si](C)(C)CN(N=O)C(N)=O